262
Properties=species:S:1:pos:R:3:mulliken_charge:R:1 method="wB97M-V/def2-TZVPD" total_charge=0 homo_lumo_gap_ev=5.76 largest_force_ev_per_a=10.9 homo_energy_ev=-6.81
C -1.24 -1.44 1.02 1.449
C -0.32 -1.59 -0.20 0.448
N 0.11 -0.35 -0.82 1.565
C 0.89 0.51 0.10 1.210
C 2.23 -0.17 0.38 -0.109
C -0.99 0.47 -1.34 0.937
C -0.55 1.07 -2.67 0.428
H -0.85 -0.73 1.75 -0.319
H -1.46 -2.44 1.39 -0.503
H -2.19 -1.00 0.71 -0.516
H 0.53 -2.26 -0.02 -1.007
H -0.85 -2.19 -0.95 -0.065
H 0.98 1.46 -0.43 -0.760
H 0.45 0.63 1.10 -0.740
H 2.82 0.36 1.15 0.541
H 2.16 -1.14 0.87 -0.960
H 2.85 -0.22 -0.51 -1.519
H -1.44 1.15 -0.61 -0.153
H -1.80 -0.21 -1.61 -0.892
H 0.12 0.37 -3.17 -1.113
H -0.27 2.13 -2.62 -0.003
H -1.47 1.21 -3.26 -0.034
C 3.26 -1.94 -1.70 1.245
C 4.71 -2.08 -1.22 -1.707
N 4.80 -1.74 0.24 1.229
C 5.93 -2.42 0.88 -0.567
C 5.67 -3.90 0.93 -1.176
C 4.80 -0.28 0.33 0.049
C 4.89 0.21 1.76 -2.495
H 2.52 -2.41 -1.06 -0.971
H 3.27 -2.44 -2.67 0.651
H 3.03 -0.89 -1.87 -0.286
H 5.13 -3.05 -1.47 0.588
H 5.36 -1.38 -1.77 0.211
H 6.89 -2.22 0.37 0.406
H 6.10 -2.09 1.91 0.353
H 5.11 -4.17 1.82 0.173
H 5.19 -4.41 0.10 0.273
H 6.63 -4.44 1.00 0.413
H 3.81 0.08 -0.01 0.658
H 5.42 0.27 -0.41 0.382
H 5.88 0.08 2.20 0.453
H 4.23 -0.40 2.38 0.735
H 4.67 1.28 1.79 0.420
C 2.37 -4.28 6.41 -1.699
C 2.08 -4.22 4.91 -0.859
N 1.84 -2.83 4.47 1.710
C 1.20 -2.82 3.16 0.258
C 2.09 -3.12 1.95 0.257
C 3.04 -2.02 4.55 -0.968
C 2.63 -0.56 4.76 -0.350
H 3.44 -4.43 6.56 0.404
H 1.98 -5.24 6.77 0.566
H 1.92 -3.50 7.01 -0.022
H 2.98 -4.62 4.43 0.015
H 1.22 -4.81 4.60 0.969
H 0.37 -3.53 3.09 0.436
H 0.70 -1.85 3.00 -1.368
H 1.52 -3.23 1.02 -0.793
H 2.69 -2.23 1.71 0.281
H 2.76 -3.97 2.00 0.452
H 3.73 -2.14 3.71 0.195
H 3.51 -2.26 5.50 0.861
H 1.92 -0.46 5.58 -1.393
H 2.12 -0.17 3.87 -0.290
H 3.48 0.12 4.79 0.225
C 1.45 1.83 8.43 -1.163
C 1.89 0.46 7.85 -0.034
N 0.84 -0.53 7.68 0.711
C -0.03 -0.24 6.54 -1.973
C 0.68 -0.55 5.22 0.749
C 0.10 -0.91 8.90 -0.598
C -0.17 -2.41 8.87 -0.870
H 0.79 1.75 9.29 0.316
H 0.87 2.34 7.66 0.174
H 2.35 2.37 8.71 0.452
H 2.42 0.62 6.91 -0.092
H 2.63 0.19 8.61 0.590
H -0.33 0.82 6.52 0.025
H -0.96 -0.78 6.71 0.490
H 0.04 -0.56 4.33 0.075
H 1.08 -1.56 5.18 0.167
H 1.44 0.18 4.93 1.837
H 0.79 -0.68 9.71 0.527
H -0.80 -0.28 8.93 0.342
H -0.74 -2.57 7.95 -0.135
H 0.71 -3.05 8.83 0.242
H -0.76 -2.75 9.72 0.467
C 0.00 0.53 -6.24 1.061
C 0.99 0.53 -7.42 -1.480
N 1.84 1.72 -7.38 0.799
C 2.38 2.05 -8.70 -0.599
C 3.14 3.38 -8.79 -0.926
C 2.76 1.86 -6.27 0.513
C 4.03 1.00 -6.29 -1.531
H 0.31 0.03 -5.32 -0.114
H -0.86 -0.06 -6.56 0.491
H -0.31 1.54 -5.97 -1.008
H 1.56 -0.40 -7.54 0.329
H 0.43 0.51 -8.35 0.505
H 3.17 1.31 -8.89 0.429
H 1.63 2.14 -9.49 0.381
H 3.54 3.62 -9.77 0.446
H 2.57 4.25 -8.44 0.096
H 4.05 3.41 -8.17 0.233
H 2.22 1.68 -5.34 -0.863
H 3.13 2.89 -6.19 0.264
H 3.78 -0.06 -6.15 0.363
H 4.62 1.21 -5.40 0.444
H 4.61 1.02 -7.21 0.313
C -1.12 -5.18 5.49 -1.126
C -2.45 -4.87 4.76 -0.359
N -2.91 -3.52 5.08 1.070
C -3.48 -3.23 6.37 -0.157
C -4.63 -4.13 6.83 -1.427
C -3.41 -2.75 3.93 0.408
C -3.12 -1.28 4.06 -0.076
H -0.84 -6.21 5.23 0.569
H -1.39 -5.33 6.54 0.416
H -0.28 -4.52 5.32 -0.163
H -2.40 -5.08 3.70 -0.149
H -3.19 -5.58 5.14 0.525
H -2.70 -3.24 7.15 -0.188
H -3.79 -2.18 6.42 0.381
H -5.14 -3.75 7.71 0.438
H -5.32 -4.11 5.98 0.269
H -4.29 -5.16 6.98 0.281
H -4.44 -3.11 3.79 0.370
H -2.85 -3.06 3.04 -1.247
H -3.94 -0.75 4.56 0.736
H -3.16 -0.87 3.04 -0.442
H -2.25 -0.86 4.55 -0.338
C 0.79 3.75 4.74 -1.344
C 0.67 3.13 3.32 1.156
N -0.77 3.12 3.02 1.044
C -1.52 2.00 3.64 1.437
C -2.83 2.53 4.23 -1.485
C -1.16 3.63 1.71 1.194
C -1.51 5.10 1.82 -1.998
H 1.81 4.08 4.93 0.463
H 0.61 2.99 5.49 0.064
H 0.09 4.58 4.79 0.329
H 1.18 3.72 2.56 -0.051
H 1.09 2.11 3.30 -0.698
H -1.71 1.30 2.82 -0.135
H -0.83 1.65 4.40 -1.231
H -3.52 2.84 3.45 0.012
H -3.31 1.78 4.87 0.352
H -2.55 3.35 4.90 0.436
H -2.08 3.10 1.41 -0.069
H -0.49 3.36 0.89 -0.669
H -0.58 5.66 1.99 0.386
H -2.16 5.30 2.67 0.400
H -1.99 5.41 0.89 0.375
C -1.45 -7.93 -2.78 -1.440
C -1.85 -7.35 -1.42 -0.492
N -0.79 -6.58 -0.78 0.672
C 0.47 -7.24 -0.52 -1.082
C 1.58 -6.23 -0.24 0.019
C -1.20 -5.86 0.46 0.776
C -2.57 -5.23 0.41 -1.049
H -2.27 -8.51 -3.22 0.425
H -0.63 -8.63 -2.66 0.380
H -1.14 -7.10 -3.42 0.225
H -2.67 -6.67 -1.68 0.270
H -2.26 -8.14 -0.77 0.379
H 0.71 -7.91 -1.35 0.371
H 0.41 -7.99 0.29 0.429
H 1.73 -6.20 0.84 0.155
H 1.23 -5.24 -0.53 -0.598
H 2.45 -6.54 -0.80 0.471
H -1.08 -6.58 1.28 0.676
H -0.47 -5.04 0.55 -0.842
H -3.32 -6.03 0.47 0.541
H -2.70 -4.47 1.18 0.028
H -2.72 -4.92 -0.63 0.186
C -1.36 3.79 -4.63 1.529
C -1.48 4.36 -6.03 -0.124
N -1.27 5.82 -5.98 0.449
C -0.47 6.42 -7.03 -0.559
C 0.90 5.77 -7.27 -1.002
C -2.51 6.53 -5.60 -0.259
C -3.55 6.73 -6.70 -1.120
H -0.44 4.07 -4.12 0.047
H -1.32 2.70 -4.72 -0.898
H -2.25 4.08 -4.07 -0.827
H -0.59 3.98 -6.54 -0.412
H -2.47 4.07 -6.39 0.285
H -0.93 6.57 -8.02 0.318
H -0.21 7.37 -6.55 0.364
H 1.41 6.38 -8.01 0.451
H 1.47 5.92 -6.34 0.164
H 0.86 4.70 -7.47 0.092
H -2.14 7.51 -5.31 0.524
H -2.96 5.99 -4.76 -0.050
H -3.99 5.82 -7.11 0.235
H -3.15 7.29 -7.55 0.293
H -4.33 7.33 -6.24 0.425
C 3.49 2.03 -2.45 -0.679
C 3.00 3.39 -2.93 0.769
N 3.13 4.40 -1.90 0.441
C 1.88 4.46 -1.12 0.931
C 2.06 5.13 0.23 -0.912
C 3.49 5.72 -2.37 -0.043
C 4.94 5.68 -2.94 -1.362
H 4.58 2.05 -2.47 0.320
H 3.24 1.26 -3.19 -0.078
H 3.09 1.66 -1.51 -0.325
H 3.57 3.64 -3.83 0.470
H 1.98 3.27 -3.32 -1.155
H 1.10 4.95 -1.72 0.115
H 1.49 3.45 -0.96 -0.904
H 2.82 4.78 0.93 0.308
H 2.36 6.18 0.18 0.520
H 1.05 5.10 0.66 -0.156
H 3.52 6.47 -1.57 0.322
H 2.80 6.14 -3.11 0.262
H 5.19 6.62 -3.43 0.412
H 5.18 4.81 -3.56 0.287
H 5.63 5.48 -2.11 0.366
O -3.60 1.83 -6.84 -0.589
C -3.63 0.60 -6.81 0.239
N -3.95 -0.14 -7.90 -0.405
C -3.54 -0.15 -5.52 0.359
H -4.13 0.32 -8.78 0.259
H -4.21 -1.10 -7.80 0.198
H -3.40 -1.22 -5.69 0.461
H -4.33 0.13 -4.84 0.324
H -2.54 0.11 -5.15 -0.843
O -1.92 -4.10 -3.43 -0.736
C -0.87 -3.50 -3.22 0.187
N -0.05 -3.94 -2.23 0.045
C -0.40 -2.27 -3.97 0.410
H 0.87 -3.53 -2.22 -0.211
H -0.35 -4.78 -1.74 0.036
H 0.30 -1.64 -3.43 -0.451
H -1.31 -1.76 -4.30 -0.209
H -0.08 -2.53 -4.98 0.707
C -5.05 -2.15 0.78 -0.405
C -4.27 -2.19 -0.37 -1.088
C -4.25 -1.03 -1.12 -0.560
C -4.68 0.21 -0.63 0.657
C -5.27 0.26 0.65 0.782
C -5.54 -0.94 1.29 -0.690
C -5.72 1.56 1.28 0.064
O -6.31 1.61 2.32 -0.655
C -5.30 2.77 0.56 0.799
C -5.28 3.99 1.24 -0.780
C -4.81 5.14 0.62 -0.627
C -4.42 5.09 -0.72 -0.656
C -4.29 3.86 -1.35 -0.328
C -4.84 2.71 -0.76 -0.014
C -4.56 1.42 -1.46 0.266
O -4.12 1.40 -2.59 -0.545
H -5.20 -3.01 1.42 0.391
H -3.77 -3.03 -0.83 0.384
H -3.82 -1.00 -2.12 0.453
H -5.82 -1.04 2.33 0.549
H -5.75 4.07 2.21 0.477
H -4.85 6.06 1.18 0.416
H -3.97 5.98 -1.16 0.477
H -3.84 3.82 -2.33 0.498